Record 1
{
  "formula": "C3H5NO2",
  "method": "ωB97M-V with the def2-TZVPD basis set",
  "multiplicity": 1,
  "de_lowest_kj_mol": 298.84,
  "smiles": "C=CONC=O",
  "homo_lumo_gap_ev": 10.1,
  "total_charge": 0,
  "symbols": ["C", "C", "O", "N", "C", "O", "H", "H", "H", "H", "H"],
  "coordinates": [[0.76, 2.01, 0.25], [0.27, 0.84, 0.64], [-0.85, 0.32, 0.02], [-0.89, -1.06, 0.15], [-0.21, -1.78, -0.81], [0.66, -1.34, -1.52], [0.34, 2.54, -0.59], [1.61, 2.44, 0.78], [0.65, 0.24, 1.45], [-1.83, -1.35, 0.39], [-0.51, -2.85, -0.78]],
  "nbo_charge": [-0.47, 0.12, -0.36, -0.35, 0.50, -0.55, 0.21, 0.21, 0.19, 0.39, 0.11]
}

=====

Record 2
{
  "formula": "C3H5NO2",
  "method": "ωB97M-V with the def2-TZVPD basis set",
  "multiplicity": 1,
  "de_lowest_kj_mol": 83.01,
  "smiles": "[H]/N=C(\\C)OC=O",
  "homo_lumo_gap_ev": 11.7,
  "total_charge": 0,
  "symbols": ["H", "N", "C", "C", "O", "C", "O", "H", "H", "H", "H"],
  "coordinates": [[-0.56, -2.18, 0.76], [0.17, -1.51, 0.96], [-0.12, -0.39, 0.47], [-1.32, 0.05, -0.31], [0.79, 0.65, 0.72], [1.70, 0.90, -0.24], [1.74, 0.36, -1.31], [-1.02, 0.23, -1.35], [-1.71, 0.98, 0.10], [-2.10, -0.71, -0.29], [2.38, 1.68, 0.11]],
  "nbo_charge": [0.35, -0.61, 0.56, -0.71, -0.52, 0.65, -0.57, 0.25, 0.24, 0.23, 0.13]
}

=====

Record 3
{
  "formula": "C3H5NO2",
  "method": "ωB97M-V with the def2-TZVPD basis set",
  "multiplicity": 1,
  "de_lowest_kj_mol": 529.52,
  "homo_lumo_gap_ev": 10.4,
  "total_charge": 0,
  "symbols": ["N", "C", "O", "C", "C", "O", "H", "H", "H", "H", "H"],
  "coordinates": [[1.13, 1.27, -1.15], [0.40, 0.24, -1.11], [-0.25, -0.61, -1.81], [-0.09, -0.45, 0.08], [-1.18, -0.92, 0.90], [0.18, -1.52, 0.77], [1.05, 1.36, 0.76], [1.31, 1.61, -2.09], [0.78, 1.02, 1.38], [-1.38, -0.51, 1.88], [-1.95, -1.49, 0.39]],
  "nbo_charge": [-0.74, 0.50, -0.58, 0.51, -0.14, -0.37, 0.09, 0.37, -0.09, 0.22, 0.22]
}

=====

Record 4
{
  "formula": "C3H5NO2",
  "method": "ωB97M-V with the def2-TZVPD basis set",
  "multiplicity": 1,
  "de_lowest_kj_mol": 329.39,
  "homo_lumo_gap_ev": 9.5,
  "total_charge": 0,
  "symbols": ["N", "C", "O", "C", "C", "O", "H", "H", "H", "H", "H"],
  "coordinates": [[-1.26, 0.81, 0.83], [-1.11, -0.35, 0.15], [-2.02, -1.07, -0.22], [0.32, -0.72, -0.20], [2.24, 0.72, -0.47], [1.25, 0.28, 0.26], [-0.46, 1.35, 1.14], [-2.19, 1.11, 1.07], [0.57, -1.69, 0.25], [2.16, 0.13, -1.43], [0.41, -0.80, -1.29]],
  "nbo_charge": [-0.81, 0.64, -0.60, -0.18, 0.15, -0.49, 0.42, 0.41, 0.23, 0.03, 0.21]
}

=====

Record 5
{
  "formula": "C3H5NO2",
  "method": "ωB97M-V with the def2-TZVPD basis set",
  "multiplicity": 1,
  "de_lowest_kj_mol": 306.78,
  "homo_lumo_gap_ev": 11.0,
  "total_charge": 0,
  "symbols": ["C", "C", "O", "N", "C", "O", "H", "H", "H", "H", "H"],
  "coordinates": [[-1.13, -0.81, 0.26], [-0.45, 1.57, -0.25], [-0.57, 2.55, 0.30], [1.77, 0.51, -0.81], [1.42, -0.30, 0.10], [0.34, -1.12, 0.11], [-1.60, -0.74, -0.73], [-1.58, 0.01, 0.86], [-1.38, -1.71, 0.78], [1.10, 0.45, -1.58], [2.07, -0.40, 0.97]],
  "nbo_charge": [-0.26, 0.48, -0.51, -0.65, 0.42, -0.58, 0.20, 0.19, 0.20, 0.35, 0.16]
}

=====

Record 6
{
  "formula": "C3H5NO2",
  "method": "ωB97M-V with the def2-TZVPD basis set",
  "multiplicity": 1,
  "de_lowest_kj_mol": 404.93,
  "smiles": "ON=C1COC1",
  "homo_lumo_gap_ev": 10.6,
  "total_charge": 0,
  "symbols": ["O", "N", "C", "C", "O", "C", "H", "H", "H", "H", "H"],
  "coordinates": [[-0.49, 0.23, -2.35], [-0.98, -0.50, -1.27], [-0.28, -0.28, -0.24], [-0.33, -0.84, 1.13], [0.34, 0.34, 1.61], [0.57, 0.85, 0.29], [0.47, 0.18, -2.17], [0.29, -1.74, 1.29], [-1.33, -0.99, 1.53], [0.10, 1.83, 0.13], [1.64, 0.92, 0.06]],
  "nbo_charge": [-0.54, -0.09, 0.15, -0.10, -0.52, -0.14, 0.45, 0.19, 0.20, 0.21, 0.19]
}

=====

Record 7
{
  "formula": "C3H5NO2",
  "method": "ωB97M-V with the def2-TZVPD basis set",
  "multiplicity": 1,
  "de_lowest_kj_mol": 481.54,
  "homo_lumo_gap_ev": 9.6,
  "total_charge": 0,
  "symbols": ["C", "C", "N", "O", "C", "O", "H", "H", "H", "H", "H"],
  "coordinates": [[-0.95, -0.38, 1.23], [-0.13, 0.49, 0.64], [-0.57, 1.37, -0.35], [1.17, 0.10, 0.41], [0.85, -0.49, -0.87], [0.31, 0.53, -1.62], [-2.02, -0.27, 1.21], [-0.51, -1.26, 1.70], [0.06, -1.23, -0.62], [0.08, 2.14, -0.45], [1.72, -1.01, -1.28]],
  "nbo_charge": [-0.36, 0.33, -0.32, -0.52, 0.18, -0.45, 0.22, 0.22, 0.14, 0.37, 0.20]
}

=====

Record 8
{
  "formula": "C3H5NO2",
  "method": "ωB97M-V with the def2-TZVPD basis set",
  "multiplicity": 1,
  "de_lowest_kj_mol": 290.57,
  "smiles": "[H]/N=C1\\OCC1=O.[H][H]",
  "homo_lumo_gap_ev": 10.3,
  "total_charge": 0,
  "symbols": ["H", "N", "C", "O", "C", "C", "O", "H", "H", "H", "H"],
  "coordinates": [[0.10, -2.47, -0.26], [-0.09, -1.65, 0.32], [0.12, -0.59, -0.30], [0.55, -0.33, -1.58], [0.50, 1.11, -1.43], [0.03, 0.90, 0.01], [-0.27, 1.59, 0.94], [-0.22, 1.57, -2.11], [1.49, 1.56, -1.54], [-1.22, -0.74, 3.31], [-0.99, -0.95, 2.63]],
  "nbo_charge": [0.36, -0.62, 0.44, -0.49, -0.18, 0.51, -0.44, 0.21, 0.21, -0.02, 0.02]
}